(1)
Below is 8 unconnected molecules or ions with the total composition C26H66N8O8 in a non-equilibrium geometry, with properties calculated with the ωB97M-V functional and the def2-TZVPD basis.

```
108
Properties=species:S:1:pos:R:3:lowdin_charge:R:1
C 1.0480 0.5148 -0.3824 0.00
C -0.4746 0.5813 -0.0094 -0.32
C -0.8074 -0.5976 0.8325 -0.16
O -0.8412 -1.7913 -0.0005 -0.18
C -1.1320 -3.0045 0.6717 -0.10
N -0.9570 1.8754 0.5673 0.19
H -0.6105 2.0731 1.5021 0.06
H -0.3472 2.4052 -0.1398 0.10
H -2.0292 1.9958 0.4066 0.12
H 1.1759 -0.3128 -1.1279 0.09
H 1.6857 0.2612 0.3398 0.02
H 1.3055 1.4946 -0.9218 0.11
H -0.8965 0.5478 -1.0920 0.17
H -1.8914 -0.4149 1.1749 0.14
H -0.0333 -0.6351 1.6365 0.13
H -0.9012 -3.8149 0.0213 0.07
H -2.0778 -3.2197 1.1504 0.10
H -0.4046 -3.2860 1.4432 0.06
C 2.5307 -3.6640 -2.6985 -0.03
C 1.8736 -4.3242 -3.8819 -0.30
C 0.4021 -4.2473 -3.9563 -0.17
O -0.0690 -5.0260 -2.8030 -0.13
C -0.3398 -6.3890 -3.0711 -0.08
N 2.5014 -3.7058 -5.1520 0.24
H 2.3138 -2.7879 -5.2691 0.12
H 3.5007 -3.8271 -5.2481 0.17
H 2.1349 -4.2490 -5.9687 0.20
H 1.8660 -2.8501 -2.3008 0.10
H 3.6449 -3.3301 -2.7145 0.14
H 2.4168 -4.2192 -1.8971 0.02
H 2.0473 -5.4623 -4.1509 0.20
H 0.0317 -4.6223 -4.8440 0.10
H -0.0615 -3.2081 -4.0633 0.17
H 0.2798 -6.6785 -3.6905 -0.02
H -1.2768 -6.6940 -3.6215 0.13
H -0.3165 -7.1594 -2.2819 0.12
C -3.0564 0.4487 -3.7732 0.01
C -3.0627 1.8312 -3.1315 -0.57
O -2.0169 2.4490 -3.1088 0.04
N -4.1869 2.3340 -2.6196 0.04
C -4.4227 3.7983 -2.3845 0.03
H -2.3261 0.4273 -4.5606 0.07
H -4.1276 0.0975 -4.1252 0.14
H -2.5195 -0.2095 -3.1769 0.03
H -4.9944 1.9040 -2.5928 0.07
H -5.0749 3.9764 -1.6920 0.03
H -4.8764 4.2389 -3.2331 0.09
H -3.4574 4.1503 -2.2423 0.06
C -2.0044 1.8355 4.2964 0.02
C -0.7313 2.1094 3.5602 -0.57
O 0.1902 1.3168 3.6074 0.08
N -0.7054 3.2347 2.8218 0.03
C 0.5979 3.6543 2.1939 0.01
H -2.0385 2.3939 5.2771 0.12
H -1.9854 0.7802 4.5794 0.09
H -2.9489 1.9295 3.6437 0.08
H -1.2658 3.9016 2.8482 0.04
H 1.3511 3.8302 3.0590 0.15
H 0.6344 4.4859 1.5774 0.05
H 0.8608 2.7531 1.8321 0.02
C 0.6522 -2.2528 4.0449 0.00
C 1.5085 -2.9217 5.0578 -0.66
O 1.0050 -3.5607 5.9283 0.07
N 2.8080 -2.7761 4.8430 0.04
C 3.9088 -3.3808 5.7180 -0.02
H 1.0790 -1.4997 3.4888 0.02
H -0.0362 -2.0103 4.8616 0.09
H -0.0442 -3.0978 3.4804 0.14
H 3.2606 -2.5105 3.9915 0.08
H 4.5103 -3.9104 5.0818 0.03
H 3.4811 -4.1144 6.4358 0.09
H 4.5329 -2.6076 6.2661 0.10
C 3.2120 -2.6946 0.6168 0.00
C 3.9842 -1.6011 1.2635 -0.58
O 3.6703 -1.0039 2.2589 0.06
N 5.1668 -1.2499 0.6958 0.03
C 6.1783 -0.2943 1.1223 -0.04
H 2.6210 -2.2103 -0.1913 0.06
H 2.3795 -2.9894 1.3875 0.11
H 3.9415 -3.6504 0.4856 0.15
H 5.5650 -1.8027 0.2051 -0.02
H 6.3150 -0.1561 2.2515 0.11
H 5.8258 0.6892 0.9011 0.07
H 7.0764 -0.7294 0.6426 0.11
C -4.4703 -0.4001 -0.2201 0.04
C -4.1265 0.7021 0.6628 -0.56
O -4.3320 0.5388 1.8250 0.10
N -3.7529 1.9772 0.1547 0.00
C -3.6905 3.1708 0.9355 -0.09
H -5.4873 0.0296 -0.6152 0.17
H -4.3193 -1.2041 0.3543 0.06
H -3.7245 -0.3639 -0.9242 0.04
H -3.4920 1.8164 -0.7612 0.05
H -3.1183 3.9917 0.6954 0.04
H -3.4186 2.9541 2.0665 0.10
H -4.6683 3.6902 1.1499 0.12
C 1.1360 4.5578 -2.7720 -0.01
C 0.4941 4.7914 -1.4146 -0.56
O 0.0461 3.8089 -0.8769 -0.01
N 0.1690 6.0322 -1.1047 -0.01
C -0.6871 6.4757 -0.1134 -0.07
H 0.5038 5.0339 -3.4671 0.04
H 1.0208 3.3532 -3.2747 0.17
H 2.2943 4.8355 -2.6588 0.13
H 0.5554 6.8111 -1.6580 0.17
H -1.3254 5.7098 -0.1212 0.02
H -1.2633 7.4465 -0.5893 0.17
H -0.0687 6.6776 0.7747 0.10
```

LUMO energy (eV): -5.3
Charge: +2
E (Ha): -2069.28678
Frontier orbital gap (eV): 6.9506
Energy relative to the best compared isomer or geometry (same formula, charge and spin) (kJ/mol): 200.9

(2)
Below is a molecular structure, C16H13N9O2PRe in a non-equilibrium geometry, with properties calculated with the ωB97M-V functional and the def2-TZVPD basis.

```
42
Properties=species:S:1:pos:R:3:lowdin_charge:R:1
Re 0.0000 -0.4781 0.0804 1.75
O -0.0001 0.9773 3.9192 0.18
C -0.0001 1.0786 2.7361 -0.62
O 0.0000 -0.0289 1.9515 -0.23
C 0.0000 2.4324 2.0506 -0.27
P -0.0001 2.5016 0.2411 1.12
C -1.4676 1.4498 -0.1940 -0.52
C -1.7703 1.2961 -1.5738 -0.12
C -3.0435 0.9565 -1.9883 -0.05
C -4.0600 0.8182 -1.0509 -0.03
C -3.7934 0.9574 0.3033 -0.05
C -2.5153 1.2512 0.7338 -0.09
C 1.4676 1.4500 -0.1940 -0.52
C 2.5151 1.2510 0.7339 -0.09
C 3.7932 0.9571 0.3035 -0.05
C 4.0599 0.8180 -1.0509 -0.03
C 3.0436 0.9568 -1.9883 -0.05
C 1.7705 1.2967 -1.5739 -0.12
H 0.8668 2.9849 2.4142 0.11
H -0.8668 2.9849 2.4143 0.11
H -1.0247 1.5352 -2.3226 0.09
H -3.2513 0.8432 -3.0439 0.12
H -5.0664 0.5920 -1.3793 0.13
H -4.5845 0.8299 1.0304 0.13
H -2.3423 1.3696 1.7945 0.11
H 2.3419 1.3693 1.7946 0.11
H 4.5841 0.8293 1.0305 0.13
H 5.0663 0.5917 -1.3793 0.13
H 3.2515 0.8437 -3.0440 0.12
H 1.0251 1.5361 -2.3228 0.09
N 0.0001 -3.9058 0.3063 0.19
C 1.1898 -3.2887 0.0873 -0.42
N 2.3479 -3.8710 0.0370 0.10
N 3.2327 -2.8704 -0.2481 0.01
N 2.6566 -1.7423 -0.3462 -0.02
N 1.3035 -1.9519 -0.1475 -0.15
C -1.1896 -3.2887 0.0873 -0.42
N -2.3477 -3.8712 0.0372 0.10
N -3.2325 -2.8705 -0.2480 0.01
N -2.6565 -1.7424 -0.3460 -0.02
N -1.3034 -1.9520 -0.1475 -0.15
H 0.0002 -4.8965 0.5025 0.18
```

LUMO energy (spin up / spin down) (eV): -5.5 / -5.9
<S²>: 3.775
Charge: +1
E (Ha): -1680.07968
Frontier orbital gap (spin up / spin down) (eV): 6.9019 / 6.6537
2S+1: 4
Energy relative to the best compared isomer or geometry (same formula, charge and spin) (kJ/mol): 84.4

(3)
Below is a molecular structure, C22H33CrN4O6P in a non-equilibrium geometry, with properties calculated with the ωB97M-V functional and the def2-TZVPD basis.

```
67
Properties=species:S:1:pos:R:3:lowdin_charge:R:1
O 1.5559 0.4313 -4.0253 -0.32
H 2.5653 0.1371 -3.9008 0.02
Cr 1.1324 -0.6323 -1.3809 0.79
N -0.2409 -1.8040 -0.7263 -0.21
N -0.4536 0.2242 -2.3219 -0.15
N 1.9151 -0.5953 0.4370 -0.14
N 2.0562 1.1501 -1.2035 -0.09
O -0.2099 -2.6030 0.2892 -0.07
O 1.8311 -1.5930 1.3251 0.01
O 1.8072 2.2152 -1.9099 0.01
O -0.4315 1.4441 -2.7067 -0.03
C -1.4550 -0.6863 -2.4398 -0.20
C -1.3914 -1.7442 -1.4833 -0.20
C 2.8711 0.3054 0.7375 -0.21
C 2.9313 1.3408 -0.2100 -0.25
C -2.5639 -2.6558 -1.2735 0.02
H -3.4110 -2.1424 -0.7502 0.09
H -2.1900 -3.5123 -0.6844 0.09
H -2.9534 -2.9899 -2.2672 0.11
C -2.6325 -0.4289 -3.2921 0.02
H -2.4623 0.3621 -4.0213 0.11
H -3.4899 -0.1930 -2.6650 0.09
H -2.9211 -1.3165 -3.8499 0.10
C 3.5244 0.2228 2.0648 0.03
C 3.7987 2.5117 -0.0782 0.02
H 4.0314 -0.7067 2.3561 0.11
H 2.7667 0.4080 2.8375 0.10
H 4.2902 0.9966 2.1534 0.09
H 3.7816 3.1814 -0.9201 0.09
H 4.8325 2.1758 0.0233 0.11
H 3.4681 3.0718 0.7926 0.10
H 1.1710 -2.1965 0.9717 0.03
H 1.1092 1.8335 -2.5460 0.06
C 2.0802 -1.9471 -2.0579 -0.14
H 1.2346 -2.7072 -1.9617 0.09
H 2.9739 -1.7260 -1.4039 0.09
H 2.4784 -1.9431 -3.0905 0.07
O 3.8301 -4.6647 -2.5934 -0.06
H 4.5039 -4.5063 -1.9356 0.03
H 3.1594 -5.2041 -2.1253 0.05
C -0.2840 2.9524 0.6354 -0.23
P -0.5449 1.0922 0.6287 1.08
C -0.3355 0.6965 2.4109 -0.35
C 0.0170 1.6828 3.3642 -0.08
C 0.3014 1.2920 4.6721 -0.08
C 0.2290 -0.0473 5.0183 -0.07
C -0.1600 -1.0294 4.0973 -0.05
C -0.4363 -0.6537 2.7798 -0.13
C -2.3696 1.0658 0.3846 -0.34
C -3.1568 0.0674 0.9933 -0.09
C -4.4681 -0.1279 0.5739 -0.09
C -5.0346 0.7118 -0.3940 -0.07
C -4.2756 1.7566 -0.9403 -0.08
C -2.9510 1.9193 -0.5702 -0.10
H 0.7495 3.1461 0.9979 0.04
H -1.0343 3.5127 1.2487 0.08
H -0.3244 3.2860 -0.4233 0.04
H 0.0436 2.7379 3.0953 0.09
H 0.5770 2.0598 5.4015 0.12
H 0.4878 -0.3475 6.0253 0.11
H -0.2391 -2.0710 4.3822 0.11
H -0.7736 -1.4249 2.0718 0.09
H -2.7464 -0.5493 1.8040 0.10
H -5.0541 -0.9442 1.0088 0.12
H -6.0437 0.5425 -0.7340 0.11
H -4.7028 2.4360 -1.6733 0.12
H -2.3639 2.7239 -1.0226 0.10
```

LUMO energy (spin up / spin down) (eV): -5.0 / -5.5
<S²>: 3.920
Charge: +1
E (Ha): -2913.77531
Frontier orbital gap (spin up / spin down) (eV): 6.3722 / 5.2139
2S+1: 4
Energy relative to the best compared isomer or geometry (same formula, charge and spin) (kJ/mol): 357.9

(4)
Below is a molecular structure, C23H14BrClF4MnNO4PS, with properties calculated with the ωB97M-V functional and the def2-TZVPD basis.

```
51
Properties=species:S:1:pos:R:3:lowdin_charge:R:1
Mn -0.0935 -0.1911 -0.5579 0.59
F -7.3388 1.1833 -0.2013 0.17
C -6.1752 0.5581 -0.2267 -0.12
C -6.0059 -0.6166 0.4813 -0.12
F -7.0116 -1.1210 1.1781 0.16
C -4.7828 -1.2715 0.4455 -0.20
F -4.7009 -2.4371 1.0867 0.12
C -3.7023 -0.7597 -0.2582 -0.30
P -2.1041 -1.6031 -0.3420 1.02
C -1.7641 -2.4769 1.1853 -0.38
C -0.8690 -3.5490 1.1151 -0.08
C -0.4603 -4.1745 2.2806 -0.05
C -0.9237 -3.7250 3.5095 -0.05
C -1.7935 -2.6455 3.5814 -0.05
C -2.2115 -2.0139 2.4232 -0.12
C -2.2233 -2.7936 -1.6892 -0.35
C -2.9369 -3.9748 -1.4672 -0.07
C -3.1038 -4.8760 -2.5038 -0.05
C -2.5663 -4.6032 -3.7556 -0.05
C -1.8631 -3.4293 -3.9791 -0.05
C -1.6901 -2.5214 -2.9462 -0.10
C -3.9174 0.3983 -1.0205 -0.56
Br -2.6162 1.0593 -2.2084 0.94
C -5.1284 1.0565 -0.9946 -0.25
F -5.3317 2.1544 -1.7098 0.11
H -0.4994 -3.8927 0.1589 0.11
H 0.2220 -5.0119 2.2274 0.12
H -0.6042 -4.2170 4.4185 0.12
H -2.1492 -2.2978 4.5417 0.12
H -2.8873 -1.1701 2.4840 0.10
H -3.3581 -4.1870 -0.4914 0.11
H -3.6544 -5.7915 -2.3359 0.12
H -2.6958 -5.3124 -4.5625 0.12
H -1.4447 -3.2219 -4.9545 0.12
H -1.1343 -1.6114 -3.1315 0.08
S -1.0465 0.8770 1.2630 0.77
C -0.3443 2.2755 0.4071 -0.68
C -0.3710 3.5855 0.8456 -0.05
C 0.2480 4.5365 0.0463 -0.02
C 0.8588 4.1587 -1.1432 -0.03
C 0.8358 2.8257 -1.5075 -0.09
N 0.2423 1.9093 -0.7407 -0.10
H -0.8557 3.8465 1.7752 0.12
H 0.2509 5.5735 0.3552 0.12
H 1.3533 4.8794 -1.7776 0.12
H 1.3047 2.4642 -2.4135 0.12
O 1.8233 -0.2485 -2.6905 -0.30
Cl 2.1229 -1.0935 -1.5641 0.71
O 3.2705 -1.8852 -1.7289 -0.21
O 0.9014 -1.9439 -1.3290 -0.41
O 2.1733 -0.2674 -0.3589 -0.35
```

LUMO energy (spin up / spin down) (eV): -6.0 / -3.6
<S²>: 6.399
Charge: +1
E (Ha): -6564.31752
Frontier orbital gap (spin up / spin down) (eV): 6.0391 / 8.5806
2S+1: 5
Energy relative to the best compared isomer or geometry (same formula, charge and spin) (kJ/mol): 15.2

(5)
Below is a gas-phase ion, CH4N3 (charge +1) in a non-equilibrium geometry, with properties calculated with the ωB97M-V functional and the def2-TZVPD basis.

```
8
Properties=species:S:1:pos:R:3:lowdin_charge:R:1
N -0.9403 0.3351 0.0657 0.12
N 0.4700 0.4846 -0.4933 -0.03
C 1.2703 -0.6784 -0.3162 -0.05
N 1.3873 0.1692 0.6029 0.18
H -1.1916 1.1994 0.7621 0.23
H -1.1782 -0.4203 0.8034 0.19
H -1.6936 0.4040 -0.7121 0.20
H 1.8760 -1.4936 -0.7126 0.15
```

LUMO energy (eV): -4.8
Charge: +1
E (Ha): -204.33302
Frontier orbital gap (eV): 11.4483
Energy relative to the best compared isomer or geometry (same formula, charge and spin) (kJ/mol): 453.5